# 1
Molecular formula: C5H12N5
Method: DFT, ωB97M-V with the def2-TZVPD basis set

```
22
Properties=species:S:1:pos:R:3:forces:R:3:mulliken_spin:R:1
C -1.51116 -2.11387 1.46791 0.730 -2.848 0.361 0.025
C 0.28602 -0.56514 1.05919 0.949 -0.114 -1.314 0.069
C -2.41193 -2.00127 0.31276 0.266 -3.951 0.936 0.050
C -0.07596 0.42291 -0.12706 0.150 -0.927 1.042 0.684
C 0.98735 1.89199 -1.95572 1.050 -0.231 -0.320 0.020
N -2.66571 -0.99416 -0.30308 -0.555 4.432 -2.832 0.201
N -2.50143 0.28715 -0.10482 -3.448 -0.572 0.602 0.595
N -0.15152 -1.94362 1.00698 0.448 2.628 1.517 0.023
N -1.34478 0.93473 -0.06544 1.276 4.423 -0.870 0.315
N 0.89202 1.51322 -0.47828 -1.962 1.100 -0.717 -0.013
H -1.70872 -1.27805 2.15579 -0.130 -0.856 0.382 0.001
H -1.56315 -3.23415 1.84878 -0.305 2.594 -0.038 0.003
H 1.37112 -0.53130 1.12879 0.341 -0.148 0.155 0.018
H -0.12922 -0.19216 1.98455 -0.002 0.685 0.183 0.008
H -2.78162 -2.90262 -0.16730 -0.019 -0.254 0.209 0.010
H 0.08396 2.17775 -2.41416 -1.605 -0.073 0.151 0.002
H 1.66194 2.69522 -2.25525 0.296 0.292 1.309 -0.006
H 1.39268 1.06842 -2.48192 0.076 -1.194 -0.356 -0.003
H 0.26536 -2.46653 0.29336 0.034 -1.144 -1.093 -0.001
H -1.54322 2.03632 -0.08572 0.606 -3.338 -0.011 -0.023
H 0.49307 2.38698 -0.02402 1.347 -0.919 0.117 0.013
H 1.80881 1.21977 -0.17787 0.456 0.418 0.587 0.008
```
Forces are in eV/Å.

For the frontier orbital gap (spin up / spin down), the calculation gives 6.72 / 7.44 eV. The value obtained for the lowest unoccupied orbital energy (spin up / spin down) is -3.418 / -5.272 eV. Its total charge is +1. Its expectation value of S² is 2.009. As for the spin multiplicity: 3.


# 2
Molecular formula: C4H8N2O
Method: DFT, ωB97M-V with the def2-TZVPD basis set

```
15
Properties=species:S:1:pos:R:3:forces:R:3:mulliken_spin:R:1
C 0.21991 1.82995 0.19805 -0.281 -0.510 -0.797 0.330
C 0.86790 0.62954 -0.41076 1.205 0.388 0.425 0.205
C 1.51498 0.51650 -1.61244 -1.463 -0.281 -0.884 -0.015
N 1.73558 -0.81148 -1.92191 0.714 -0.141 0.003 -0.144
C 1.41354 -1.45967 -0.84084 -0.487 0.079 0.726 0.946
N 0.94007 -0.62203 0.12697 -0.426 -0.460 -0.205 0.135
H -0.81071 1.82105 -0.16317 -0.216 0.073 0.380 -0.062
H 0.66667 2.70986 -0.26098 0.185 0.198 0.386 -0.003
H 0.22077 1.83771 1.28261 0.115 0.151 0.049 -0.180
H 1.47736 1.23195 -2.42379 0.417 0.205 0.216 -0.040
H 1.33009 -2.51829 -0.64058 0.450 -0.033 -0.348 -0.465
H 0.57745 -0.97377 1.00842 -0.305 0.277 0.038 -0.260
H -4.04210 -1.52153 1.49337 -0.057 0.108 -0.060 -0.340
H -2.69609 -1.66328 2.13975 0.207 0.247 0.030 -0.312
O -3.41542 -1.00650 2.02532 -0.058 -0.300 0.039 1.204
```
Forces are in eV/Å.

For the frontier orbital gap (spin up / spin down), the calculation gives 3.12 / 8.99 eV. The value obtained for the lowest unoccupied orbital energy (spin up / spin down) is 3.941 / 3.724 eV. Its total charge is -1. Its expectation value of S² is 0.750. As for the spin multiplicity: 2.


One value per record, in order, for E: -12816.16883, -9304.32839 eV.